# 1
3 unconnected molecules or ions with the total composition C19H34BrF4N2O5 in a non-equilibrium geometry, computed with ωB97M-V/def2-TZVPD.

CARTESIAN COORDINATES (ANGSTROEM)
C  8.597  -3.056  -0.242
O  7.485  -2.915  -1.154
C  6.234  -2.676  -0.413
C  5.569  -1.335  -1.051
C  3.975  -1.255  -0.683
N  3.158  -0.922  -1.836
C  2.245  -1.929  -2.366
C  0.821  -2.070  -1.600
C  -0.152  -3.158  -2.283
C  -1.125  -3.730  -1.097
C  -2.387  -2.732  -0.981
N  -2.039  -1.431  -0.316
C  3.017  0.444  -2.254
Br  4.479  0.780  -3.637
C  1.636  0.797  -3.065
O  1.611  0.572  -4.328
O  0.501  1.267  -2.464
C  3.212  1.601  -1.169
F  4.582  1.767  -0.724
F  2.912  2.839  -1.847
C  2.254  1.555  0.113
F  1.387  0.439  0.187
F  1.428  2.742  0.124
H  9.498  -3.510  -0.793
H  8.947  -2.059  0.212
H  8.333  -3.807  0.594
H  5.588  -3.605  -0.565
H  6.538  -2.524  0.677
H  6.142  -0.396  -0.756
H  5.620  -1.508  -2.192
H  3.876  -0.617  0.257
H  3.713  -2.334  -0.354
H  2.018  -1.862  -3.499
H  2.748  -2.966  -2.240
H  0.264  -1.078  -1.538
H  1.097  -2.343  -0.507
H  0.402  -3.996  -2.827
H  -0.827  -2.566  -3.012
H  -0.566  -3.645  -0.094
H  -1.422  -4.824  -1.269
H  -2.766  -2.441  -2.034
H  -3.260  -3.229  -0.428
H  -2.725  -0.693  -0.557
H  -1.977  -1.550  0.708
H  2.843  1.602  1.104
C  -4.737  1.807  1.505
C  -5.230  0.623  0.718
O  -4.521  0.068  -0.100
C  -6.635  0.150  0.983
H  -3.710  2.034  1.210
H  -5.362  2.677  1.298
H  -4.751  1.576  2.572
H  -7.345  0.948  0.753
H  -6.734  -0.154  2.028
H  -6.854  -0.709  0.346
C  -6.318  5.955  3.095
C  -5.887  4.761  3.906
O  -6.138  3.627  3.543
C  -5.134  5.025  5.182
H  -6.849  5.614  2.204
H  -6.990  6.582  3.685
H  -5.442  6.528  2.783
H  -5.753  5.611  5.865
H  -4.206  5.557  4.963
H  -4.888  4.075  5.661

Results
- strongest force on any atom (hartree/bohr) = 0.1211
- HOMO (eV) = -4.28
- LUMO (eV) = 1.896
- HOMO-LUMO gap (eV) = 6.2
- total energy (hartree) = -4203.4476
- net charge = -1

---

# 2
A molecular structure, C19H34CaN2O7S2Se2, computed with ωB97M-V/def2-TZVPD.

CARTESIAN COORDINATES (ANGSTROEM)
Ca  -2.431  -1.515  0.532
C  3.590  -2.173  1.933
Se  1.852  -1.701  1.193
C  1.580  -0.115  2.296
C  1.312  -0.390  3.767
Se  -0.530  -0.870  4.217
C  -0.389  -2.806  4.067
H  4.298  -1.379  1.713
H  3.912  -3.087  1.438
H  3.524  -2.354  3.005
H  0.745  0.394  1.814
H  2.480  0.498  2.190
H  1.508  0.516  4.344
H  1.955  -1.173  4.171
H  0.134  -3.215  4.930
H  0.137  -3.050  3.150
H  -1.401  -3.198  3.999
C  -4.584  -1.232  -2.523
C  -5.056  -0.459  -1.255
C  -6.505  -0.938  -0.961
C  -5.152  1.037  -1.663
N  -4.200  -0.657  -0.155
H  -5.244  -1.105  -3.398
H  -4.519  -2.295  -2.277
H  -3.582  -0.877  -2.785
H  -7.190  -0.803  -1.816
H  -6.891  -0.381  -0.104
H  -6.472  -1.995  -0.689
H  -5.781  1.206  -2.553
H  -4.143  1.408  -1.858
H  -5.561  1.609  -0.826
C  3.118  6.341  0.275
C  3.324  4.979  -0.333
C  2.759  3.849  0.245
C  2.918  2.599  -0.331
C  3.643  2.477  -1.505
C  4.201  3.596  -2.110
C  4.049  4.836  -1.515
S  3.853  0.877  -2.243
O  4.691  0.094  -1.373
O  4.269  1.119  -3.600
N  2.401  0.184  -2.251
C  1.268  0.862  -2.896
C  -0.052  0.388  -2.311
C  -0.135  0.697  -0.802
O  0.084  1.866  -0.456
O  -0.391  -0.286  -0.040
H  2.729  6.263  1.289
H  2.403  6.921  -0.311
H  4.053  6.905  0.306
H  2.152  3.940  1.137
H  2.423  1.742  0.104
H  4.740  3.478  -3.040
H  4.484  5.713  -1.983
H  2.208  -0.377  -1.422
H  1.316  0.662  -3.968
H  1.348  1.942  -2.740
H  -0.200  -0.679  -2.481
H  -0.853  0.932  -2.813
C  -1.126  -5.627  1.765
S  -2.416  -4.617  1.065
O  -2.737  -3.612  2.091
O  -3.485  -5.537  0.752
O  -1.796  -3.952  -0.090
H  -1.537  -6.155  2.624
H  -0.297  -4.988  2.064
H  -0.804  -6.332  1.001

Results
- strongest force on any atom (hartree/bohr) = 0.0144
- HOMO (eV) = 0.84
- LUMO (eV) = 3.801
- HOMO-LUMO gap (eV) = 3.0
- total energy (hartree) = -7657.5006
- net charge = -2

---

# 3
A molecular structure, C19H34F6OP2Sr in a non-equilibrium geometry, computed with ωB97M-V/def2-TZVPD.

CARTESIAN COORDINATES (ANGSTROEM)
P  -0.273  3.039  -1.098
P  2.899  0.544  1.392
C  1.368  2.551  -0.360
C  1.993  1.134  -0.247
H  1.338  3.042  0.637
H  2.123  3.132  -0.937
H  1.415  0.337  -0.722
H  2.989  1.116  -0.748
C  4.333  -0.536  0.899
H  5.090  -0.251  1.661
H  4.688  -0.307  -0.117
H  4.098  -1.613  1.020
C  1.843  -0.942  1.700
H  2.403  -1.689  2.287
H  1.567  -1.419  0.732
H  0.981  -0.616  2.299
C  -0.295  3.765  -2.765
H  -0.856  4.706  -2.746
H  -0.775  3.131  -3.525
H  0.732  3.993  -3.074
C  -1.593  1.823  -1.114
H  -1.174  0.824  -1.410
H  -2.344  2.122  -1.872
H  -2.087  1.788  -0.127
Sr  -1.379  -1.680  0.145
C  -0.298  -3.962  -0.557
C  0.906  -3.347  -0.487
C  1.657  -2.667  -1.595
C  0.825  -2.056  -2.743
C  -0.492  -1.372  -2.442
C  -1.745  -1.902  -2.376
C  -2.146  -3.348  -2.299
C  -1.051  -4.315  -1.816
C  -0.887  4.401  -0.056
H  -0.684  -4.413  0.366
H  1.490  -3.545  0.415
H  2.402  -3.329  -2.070
H  2.291  -1.867  -1.181
H  1.482  -1.269  -3.149
H  0.761  -2.753  -3.590
H  -0.456  -0.301  -2.675
H  -2.598  -1.252  -2.557
H  -2.511  -3.734  -3.269
H  -3.028  -3.454  -1.639
H  -1.541  -5.279  -1.598
H  -0.371  -4.539  -2.647
H  -1.910  4.198  0.273
H  -0.898  5.375  -0.560
H  -0.254  4.529  0.829
C  -0.967  2.042  2.452
C  -1.374  0.642  2.859
O  -1.358  -0.256  1.808
C  -0.451  0.191  4.086
F  -0.687  0.889  5.229
F  -0.569  -1.133  4.362
F  0.894  0.435  3.861
C  -2.865  0.593  3.362
F  -3.137  1.347  4.467
F  -3.695  1.010  2.344
F  -3.203  -0.693  3.674
H  -0.027  2.016  1.872
H  -0.851  2.664  3.351
H  -1.740  2.458  1.788

Results
- strongest force on any atom (hartree/bohr) = 0.0554
- energy relative to the best compared isomer or geometry (same formula, charge and spin) (kcal per mole) = 0.0
- HOMO (spin up / spin down) (eV) = -3.66 / -2.86
- LUMO (spin up / spin down) (eV) = -0.372 / -0.375
- HOMO-LUMO gap (spin up / spin down) (eV) = 3.3 / 2.5
- total energy (hartree) = -2131.9968
- net charge = 0

---

# 4
2 unconnected molecules or ions with the total composition C19H34FN3O5S, computed with ωB97M-V/def2-TZVPD.

CARTESIAN COORDINATES (ANGSTROEM)
C  2.478  -4.049  1.126
C  2.378  -2.516  1.024
C  3.359  -1.930  2.056
C  0.915  -2.119  1.364
C  2.740  -2.172  -0.439
C  3.050  -0.726  -0.909
C  3.113  -0.805  -2.450
C  4.452  -0.246  -0.472
C  1.942  0.243  -0.490
C  0.773  0.326  -1.239
C  -0.293  1.113  -0.846
C  -0.202  1.862  0.309
O  -1.265  2.649  0.715
C  -2.241  1.941  1.481
C  -3.464  1.521  0.664
O  -3.475  0.115  0.458
C  -4.631  -0.523  0.951
C  -4.547  -2.043  0.696
N  -3.233  -2.482  0.184
S  -3.025  -2.412  -1.441
O  -4.090  -1.702  -2.055
O  -2.553  -3.668  -1.914
F  -1.788  -1.455  -1.491
C  0.959  1.843  1.054
C  2.011  1.035  0.655
H  1.788  -4.518  0.418
H  3.485  -4.400  0.891
H  2.196  -4.385  2.125
H  3.072  -0.935  2.388
H  3.375  -2.568  2.943
H  4.381  -1.907  1.675
H  0.343  -2.989  1.690
H  0.884  -1.396  2.183
H  0.412  -1.647  0.524
H  1.892  -2.513  -1.044
H  3.589  -2.796  -0.736
H  3.226  0.194  -2.875
H  4.003  -1.374  -2.731
H  2.244  -1.296  -2.884
H  4.842  0.462  -1.205
H  5.134  -1.094  -0.406
H  4.464  0.254  0.492
H  0.650  -0.257  -2.142
H  -1.197  1.132  -1.441
H  -1.800  1.030  1.894
H  -2.522  2.585  2.314
H  -4.381  1.834  1.170
H  -3.441  2.028  -0.305
H  -4.724  -0.338  2.028
H  -5.521  -0.126  0.454
H  -5.356  -2.359  0.037
H  -4.679  -2.572  1.639
H  -3.050  -3.446  0.441
H  1.048  2.444  1.950
H  2.898  1.030  1.270
N  -1.730  4.723  -1.821
C  -1.330  6.025  -1.927
N  -0.932  6.601  -0.748
O  -1.324  6.632  -2.983
H  -1.735  4.216  -0.953
H  -2.020  4.263  -2.662
H  -0.627  7.554  -0.784
H  -0.918  6.110  0.126

Results
- strongest force on any atom (hartree/bohr) = 0.0156
- HOMO (eV) = -8.97
- LUMO (eV) = 0.343
- HOMO-LUMO gap (eV) = 9.3
- total energy (hartree) = -1782.9013
- SMILES string = CC(C)(C)CC(C)(C)c1ccc(OCCOCCNS(=O)(=O)F)cc1.NC(N)=O
- net charge = 0